(1)
The following is a DFT calculation (the ωB97M-V functional and the def2-TZVPD basis) of C34H38AsCoN4P2S2Se as an isolated structure.

Geometry as XYZ:
```
83
Properties=species:S:1:pos:R:3:forces:R:3
Co 0.557 -0.223 -0.103 0.18 -0.05 -0.03
N -1.303 -0.701 1.935 0.06 0.03 0.04
P -0.218 0.598 1.872 -0.03 -0.04 -0.02
C 0.672 0.621 3.439 -0.02 0.01 0.01
C 0.986 1.829 4.064 -0.03 -0.02 0.01
C 1.716 1.829 5.244 0.00 0.02 -0.01
C 2.126 0.631 5.811 0.02 -0.01 0.00
C 1.801 -0.574 5.202 0.02 0.01 0.00
C 1.084 -0.582 4.017 -0.06 -0.03 0.01
C -1.148 2.129 1.765 0.00 -0.01 0.00
C -2.526 2.143 1.952 -0.01 0.00 0.02
C -3.224 3.339 1.863 -0.01 -0.01 0.00
C -2.551 4.517 1.582 0.00 0.00 -0.01
C -1.176 4.505 1.376 0.00 0.01 -0.01
C -0.476 3.315 1.461 0.00 -0.01 -0.01
P -1.188 -1.391 0.405 -0.10 0.05 0.02
C -2.707 -1.125 -0.513 0.00 -0.04 0.01
C -2.831 -0.154 -1.501 -0.02 0.05 0.02
C -4.063 0.070 -2.099 0.01 0.02 0.01
C -5.168 -0.677 -1.716 -0.01 -0.01 0.01
C -5.047 -1.651 -0.733 0.00 0.00 0.00
C -3.821 -1.879 -0.131 0.00 -0.05 -0.02
C -1.029 -3.159 0.603 0.03 0.00 0.00
C -0.733 -3.716 1.845 -0.01 0.00 0.00
C -0.606 -5.091 1.969 0.00 0.00 0.00
C -0.759 -5.904 0.855 0.00 0.00 0.00
C -1.048 -5.349 -0.387 0.00 0.00 0.00
C -1.188 -3.979 -0.516 0.02 0.00 -0.01
H -2.020 -0.865 2.631 -0.02 0.01 -0.02
H 0.647 2.769 3.653 0.00 0.01 -0.01
H 1.948 2.768 5.728 0.00 0.00 0.00
H 2.686 0.635 6.737 0.00 0.00 0.00
H 2.100 -1.510 5.656 0.00 0.00 0.00
H 0.841 -1.524 3.545 -0.01 0.03 0.02
H -3.067 1.229 2.163 0.00 0.00 0.00
H -4.295 3.348 2.013 0.00 0.00 0.00
H -3.097 5.447 1.509 0.00 0.00 0.00
H -0.654 5.421 1.136 0.00 0.00 0.00
H 0.592 3.309 1.271 0.00 0.00 -0.01
H -1.981 0.449 -1.779 -0.01 -0.03 -0.04
H -4.162 0.849 -2.844 0.01 -0.01 -0.01
H -6.129 -0.497 -2.179 0.00 0.00 0.00
H -5.908 -2.235 -0.437 0.00 0.00 0.00
H -3.731 -2.652 0.624 0.00 0.00 -0.01
H -0.614 -3.084 2.715 0.00 0.00 0.00
H -0.392 -5.528 2.935 0.00 0.00 0.00
H -0.659 -6.976 0.953 0.00 0.00 0.00
H -1.172 -5.988 -1.251 0.00 0.00 0.00
H -1.422 -3.546 -1.481 0.00 0.00 -0.01
C 4.319 -0.313 -0.901 -0.02 -0.02 -0.02
As 3.726 -0.718 0.876 -0.01 0.02 0.04
C 3.672 0.933 1.856 0.02 0.00 0.01
C 5.014 -1.866 1.706 -0.01 0.00 0.00
S 1.852 -1.777 0.940 -0.03 -0.03 -0.09
H 5.309 0.139 -0.835 0.00 -0.01 0.00
H 3.622 0.371 -1.382 -0.04 0.01 -0.01
H 4.359 -1.236 -1.474 0.01 -0.01 0.00
H 4.675 1.358 1.876 0.00 0.01 -0.01
H 3.322 0.740 2.870 0.04 0.00 -0.05
H 2.995 1.625 1.356 0.00 0.00 0.00
H 5.985 -1.372 1.702 0.00 0.00 0.00
H 5.065 -2.797 1.147 0.00 0.00 0.00
H 4.700 -2.065 2.729 0.00 0.00 0.00
C -1.626 0.450 -6.048 0.00 0.00 0.00
C -0.440 0.664 -5.175 0.03 0.02 -0.04
C 0.470 1.679 -5.302 0.00 -0.04 -0.01
C 1.517 1.764 -4.378 0.00 -0.03 -0.01
N 1.671 0.862 -3.399 0.10 -0.03 -0.08
C 0.793 -0.109 -3.286 -0.15 0.06 0.06
S 0.913 -1.331 -2.044 0.11 0.01 0.00
N -0.247 -0.201 -4.152 0.02 -0.04 0.03
C 2.499 2.881 -4.420 -0.01 0.00 0.01
H -1.631 1.163 -6.868 0.00 0.00 0.00
H -2.542 0.582 -5.468 -0.01 0.01 0.01
H -1.625 -0.560 -6.460 0.00 0.00 0.00
H 0.363 2.409 -6.090 0.00 0.00 0.00
H -0.905 -0.958 -4.003 0.01 0.01 -0.01
H 2.495 3.393 -5.378 0.00 0.00 0.00
H 3.497 2.510 -4.194 0.01 0.00 0.00
H 2.226 3.600 -3.643 -0.01 0.00 0.00
Se -1.277 3.453 -2.482 0.02 0.08 -0.05
C -0.464 2.205 -1.565 0.03 -0.16 0.15
N 0.055 1.332 -0.973 -0.18 0.19 0.06
```
Forces are in eV/Å.

## Properties
net charge = +2
HOMO-LUMO gap (alpha / beta) = 6.3 / 6.3 eV
LUMO level (alpha / beta) = -0.2393 / -0.2393 Ha

Quick look at the Löwdin charges, all values in e: -0.30, -0.28, 0.94, -0.35, -0.08, -0.05, -0.05, -0.06, -0.13, -0.36, -0.07, -0.05, -0.05, -0.06, -0.13, 0.87, -0.32, -0.09, -0.06, -0.04, -0.05, -0.07, -0.39, -0.11, -0.05, -0.04, -0.04, -0.09, 0.11, 0.10, 0.12, 0.12, 0.12, 0.05, 0.10, 0.12, 0.12, 0.12, 0.11, 0.04, 0.11, 0.12, 0.12, 0.12, 0.09, 0.12, 0.12, 0.12, 0.10, -0.23, 0.83, -0.22, -0.23, 0.35, 0.05, 0.02, 0.05, 0.06, 0.02, 0.04, 0.06, 0.05, 0.05, 0.02, -0.24, 0.04, -0.28, 0.13, -0.70, 0.72, 0.14, 0.00, 0.10, 0.10, 0.11, 0.14, 0.15, 0.09, 0.09, 0.10, 0.68, -0.91, -0.06


(2)
The following is a DFT calculation (the ωB97M-V functional and the def2-TZVPD basis) of C28H42N8O2PtS as an isolated structure.

Geometry as XYZ:
```
82
Properties=species:S:1:pos:R:3:forces:R:3
Pt 1.189 -0.350 -0.538 0.08 -0.52 -0.29
N 3.195 0.104 -1.259 -0.08 0.19 -0.13
C 3.645 1.472 -0.920 0.02 0.00 0.08
C 5.106 1.536 -0.456 0.00 -0.02 -0.03
C 5.504 0.618 0.706 0.01 0.00 0.02
C 4.850 0.830 2.074 0.03 -0.05 0.02
N 4.959 2.205 2.556 0.01 0.03 -0.12
C 4.002 2.924 3.133 -0.06 -0.02 0.11
N 2.761 2.452 3.278 0.07 0.05 -0.01
N 4.312 4.115 3.653 0.02 0.01 -0.02
C 2.737 2.077 0.154 0.07 0.11 -0.03
O 2.874 3.255 0.433 0.02 -0.06 0.05
O 1.914 1.269 0.750 -0.06 -0.17 0.12
H 3.770 -0.597 -0.799 -0.04 -0.03 0.00
H 3.267 -0.079 -2.255 0.01 0.09 -0.02
H 3.544 2.101 -1.804 -0.01 -0.02 -0.02
H 5.305 2.580 -0.209 0.00 0.00 0.02
H 5.752 1.290 -1.301 -0.02 0.01 -0.01
H 6.589 0.686 0.820 0.00 0.05 0.00
H 5.323 -0.433 0.455 0.04 -0.01 0.00
H 5.344 0.173 2.793 -0.04 -0.03 0.00
H 3.804 0.541 2.050 -0.02 0.03 -0.02
H 5.875 2.625 2.513 0.00 0.01 -0.01
H 2.395 1.829 2.562 -0.05 -0.03 -0.06
H 2.073 3.100 3.627 0.00 0.00 0.03
H 5.244 4.485 3.591 0.01 -0.01 0.03
H 3.590 4.744 3.957 -0.01 0.01 -0.01
C -5.313 -2.944 -1.573 0.01 0.00 -0.01
C -4.538 -3.329 -0.303 0.00 -0.01 0.01
C -4.450 -4.853 -0.221 0.00 0.00 0.00
C -5.281 -2.804 0.936 0.00 -0.01 -0.01
C -3.163 -2.683 -0.344 -0.01 0.03 0.01
C -1.975 -3.399 -0.273 0.04 -0.04 -0.01
C -0.762 -2.736 -0.304 -0.11 -0.01 -0.03
N -0.670 -1.410 -0.403 -0.07 0.15 0.15
C -1.807 -0.689 -0.486 0.03 0.01 -0.02
C -3.044 -1.296 -0.458 0.00 0.00 0.00
C -1.640 0.776 -0.655 0.02 -0.01 -0.03
C -2.679 1.676 -0.481 -0.01 0.01 -0.04
C -2.480 3.036 -0.700 0.00 0.00 0.01
C -1.197 3.421 -1.089 0.02 0.01 -0.02
C -0.202 2.477 -1.218 -0.02 0.01 -0.03
N -0.413 1.178 -1.005 0.11 0.01 0.06
C -3.574 4.072 -0.498 -0.01 0.00 0.01
C -4.939 3.425 -0.261 0.01 -0.01 0.01
C -3.663 4.976 -1.736 -0.01 -0.02 -0.01
C -3.198 4.916 0.731 -0.01 0.01 -0.01
H -6.292 -3.423 -1.559 0.00 0.00 0.00
H -4.788 -3.273 -2.471 0.00 0.00 0.00
H -5.475 -1.868 -1.645 0.00 0.01 0.00
H -5.457 -5.269 -0.214 0.00 0.00 0.01
H -3.953 -5.182 0.693 0.01 0.00 0.00
H -3.927 -5.276 -1.081 -0.01 0.00 0.00
H -6.269 -3.262 0.989 0.00 0.00 0.00
H -5.416 -1.723 0.899 -0.01 0.00 0.01
H -4.742 -3.052 1.852 0.00 0.00 0.00
H -1.969 -4.475 -0.197 -0.01 0.00 0.01
H 0.168 -3.279 -0.265 0.11 0.00 0.05
H -3.931 -0.686 -0.548 -0.01 -0.02 0.00
H -3.645 1.315 -0.166 0.00 0.01 0.00
H -0.957 4.457 -1.284 0.00 0.00 0.01
H 0.798 2.771 -1.507 0.01 -0.01 0.03
H -5.219 2.758 -1.079 -0.01 0.01 -0.01
H -5.699 4.204 -0.199 0.00 0.00 0.02
H -4.970 2.867 0.677 0.00 -0.01 -0.01
H -3.849 4.393 -2.640 -0.01 0.00 0.00
H -2.756 5.561 -1.885 0.01 -0.01 -0.01
H -4.487 5.679 -1.614 0.01 0.01 0.01
H -3.092 4.291 1.619 -0.01 0.00 0.00
H -3.980 5.651 0.925 0.00 0.01 -0.01
H -2.262 5.454 0.572 0.00 -0.01 0.01
S 2.733 -2.535 0.434 0.02 0.19 0.30
C 3.028 -3.991 -0.377 0.01 0.00 -0.17
N 3.956 -4.843 0.161 -0.04 0.03 0.03
C 4.274 -6.033 -0.386 0.01 -0.04 -0.05
C 3.654 -6.418 -1.535 0.02 0.00 0.04
C 2.709 -5.522 -2.056 -0.03 0.03 -0.01
N 2.404 -4.362 -1.507 -0.08 0.06 0.01
H 4.402 -4.542 1.018 0.00 -0.01 0.01
H 5.019 -6.622 0.130 0.00 0.01 0.01
H 3.877 -7.360 -2.010 0.00 0.00 -0.01
H 2.176 -5.767 -2.968 0.00 0.00 0.00
```
Forces are in eV/Å.

## Properties
net charge = +2
HOMO-LUMO gap (alpha / beta) = 7.5 / 7.8 eV
LUMO level (alpha / beta) = -0.1884 / -0.2146 Ha
spin multiplicity = 3

Quick look at the Löwdin charges, all values in e: 1.11, -0.06, -0.26, -0.13, -0.16, -0.14, 0.11, -0.43, 0.22, 0.22, -0.66, 0.07, -0.21, 0.00, 0.11, 0.16, 0.12, 0.13, 0.12, 0.10, 0.13, 0.10, 0.17, 0.08, 0.13, 0.13, 0.13, -0.03, -0.56, -0.06, -0.03, -0.12, 0.03, -0.10, -0.06, -0.18, 0.06, -0.19, 0.07, -0.13, 0.03, -0.08, -0.01, -0.56, -0.06, -0.03, -0.03, 0.10, 0.10, 0.08, 0.10, 0.09, 0.09, 0.10, 0.08, 0.10, 0.11, 0.06, 0.12, 0.11, 0.12, 0.12, 0.09, 0.09, 0.09, 0.10, 0.08, 0.10, 0.09, 0.10, 0.09, 0.65, -0.78, 0.08, -0.02, -0.01, -0.07, 0.08, 0.15, 0.15, 0.12, 0.13


(3)
The following is a DFT calculation (the ωB97M-V functional and the def2-TZVPD basis) of a 2-piece molecular cluster, C2H2FOP overall in a non-equilibrium geometry.

Geometry as XYZ:
```
7
Properties=species:S:1:pos:R:3:forces:R:3
C 1.317 0.428 0.077 -0.03 -0.01 0.49
C 0.537 -0.502 -0.341 -2.58 -0.62 -2.71
O 1.992 1.206 0.563 1.18 1.46 0.46
F -1.952 1.037 0.656 -0.01 0.14 0.05
P -2.323 -0.432 0.152 -0.38 -0.09 0.14
H -0.244 -0.254 -1.186 1.93 -0.70 1.74
H 0.673 -1.483 0.080 -0.12 -0.18 -0.17
```
Forces are in eV/Å.

## Properties
net charge = 0
HOMO-LUMO gap (alpha / beta) = 7.1 / 7.1 eV
LUMO level (alpha / beta) = -0.0384 / -0.0372 Ha

Quick look at the natural (NBO) charges, all values in e: 0.73, -0.83, -0.43, -0.60, 0.59, 0.27, 0.28


Which energy above the lowest of the compared OMol25 structures with the same formula, charge and spin belongs to each record? In order, 6.2; 8.5; 54.1 kcal/mol.
Which calculated total energy belongs to each record? In order, -245885.02934; -59805.04178; -16156.83279 eV.